# C34H38GdN4S

A molecular structure, C34H38GdN4S (ωB97M-V/def2-TZVPD, the Open Molecules 2025 dataset).

Values from the calculation:
LUMO (spin up / spin down): -0.129 / -0.089 Eh
Total energy: -73501.800 eV
Total charge: +1
Frontier orbital gap (spin up / spin down): 6.462 / 7.459 eV
2S+1: 8
ΔE to the lowest compared entry with this formula, charge and spin: 0.0 kJ/mol
HOMO energy (spin up / spin down): -0.3667 / -0.3632 Ha

XYZ file:
```
78
Properties=species:S:1:pos:R:3:mulliken_charge:R:1
Gd -0.259 0.072 -0.158 0.598
C 0.332 3.520 -2.103 -1.241
C -0.710 3.991 -1.088 0.489
C -0.074 4.893 -0.038 -1.705
C -1.500 2.834 -0.501 0.347
C -2.255 2.011 -1.343 -0.376
C -3.090 1.018 -0.839 -0.802
C -3.199 0.792 0.532 0.981
C -4.137 -0.249 1.076 -1.708
C -2.426 1.591 1.374 -0.857
C -1.592 2.587 0.871 -0.260
H 0.840 4.380 -2.541 0.501
H -0.116 2.954 -2.923 0.291
H 1.084 2.894 -1.617 0.161
H -1.457 4.583 -1.630 0.451
H 0.695 4.359 0.525 0.297
H -0.807 5.296 0.662 0.424
H 0.404 5.739 -0.531 0.432
H -2.229 2.187 -2.413 0.537
H -3.691 0.428 -1.522 0.487
H -5.171 0.089 0.992 0.423
H -3.937 -0.457 2.126 0.372
H -4.050 -1.186 0.524 0.270
H -2.489 1.444 2.445 0.406
H -1.019 3.190 1.563 0.337
C 0.510 0.029 -3.805 -1.410
C 1.770 -0.120 -3.002 0.902
C 2.936 -0.582 -3.655 -0.998
C 4.091 -0.690 -2.948 -0.916
C 4.135 -0.286 -1.594 1.111
C 5.331 -0.340 -0.839 -0.972
C 5.338 0.133 0.439 -0.838
C 4.163 0.683 0.997 -0.910
C 2.973 0.725 0.312 0.770
S 1.571 1.527 1.053 -0.304
C 2.950 0.202 -1.015 -0.226
N 1.765 0.209 -1.729 0.768
H 0.655 0.820 -4.544 0.399
H -0.343 0.300 -3.187 -0.027
H 0.268 -0.884 -4.352 0.435
H 2.889 -0.847 -4.703 0.532
H 4.995 -1.062 -3.416 0.459
H 6.227 -0.745 -1.294 0.430
H 6.240 0.095 1.034 0.481
H 4.193 1.090 1.999 0.489
C -0.762 -1.479 1.648 -0.942
C 0.638 -1.755 2.009 0.460
C 1.475 -2.427 1.112 -0.016
C 2.822 -2.623 1.377 -0.740
C 3.364 -2.136 2.555 0.310
C 2.548 -1.463 3.468 -0.693
C 1.210 -1.275 3.193 -0.637
C 4.784 -2.260 2.799 -0.071
N 5.920 -2.301 2.964 -0.527
H -1.366 -1.077 2.456 0.442
H -1.265 -2.324 1.177 0.348
H 1.058 -2.840 0.196 0.499
H 3.456 -3.142 0.668 0.496
H 2.977 -1.084 4.387 0.495
H 0.593 -0.732 3.897 0.395
N -1.258 -1.581 -1.731 -0.451
C -1.589 -2.441 -2.436 0.354
N -1.958 -3.405 -3.231 0.041
C -3.168 -3.275 -4.069 -0.702
C -4.332 -4.058 -3.446 -0.591
C -3.818 -5.173 -2.529 -0.588
C -2.543 -5.792 -3.092 -0.626
C -1.399 -4.771 -3.075 -0.718
H -2.904 -3.661 -5.053 0.347
H -3.385 -2.216 -4.188 0.390
H -4.924 -4.483 -4.257 0.342
H -4.991 -3.386 -2.895 0.315
H -4.590 -5.930 -2.393 0.415
H -3.608 -4.770 -1.533 0.210
H -2.715 -6.142 -4.112 0.323
H -2.238 -6.663 -2.513 0.405
H -0.682 -4.946 -3.877 0.283
H -0.863 -4.796 -2.127 0.398
```